{"formula": "C6H12N2", "method": "ωB97M-V/def2-TZVPD", "elements": ["C", "C", "C", "N", "H", "H", "H", "H", "H", "C", "C", "C", "N", "H", "H", "H", "H", "H", "H", "H"], "coordinates": [[-1.79028, 3.27644, -0.50693], [-2.09318, 3.14939, -1.82357], [-0.47258, 1.43888, 0.14300], [-0.71949, 2.76186, 0.14283], [-2.41493, 3.92109, 0.12906], [-1.50053, 2.47265, -2.42296], [-2.99728, 3.60658, -2.20963], [0.35033, 1.06500, 0.73991], [-1.08617, 0.73240, -0.41514], [-0.28825, -2.24522, 0.22094], [0.95855, -2.35606, 1.08683], [2.96014, -1.37622, 0.46913], [1.80990, -1.17868, 0.93397], [-0.81626, -3.20710, 0.23713], [-0.99799, -1.50729, 0.60115], [-0.03645, -2.00838, -0.81125], [1.50671, -3.26893, 0.82528], [0.68198, -2.39764, 2.14256], [3.34208, -2.36748, 0.19738], [3.60371, -0.51130, 0.32030]], "forces_ev_per_a": [[0.73, 0.08, -0.11], [-0.54, -0.30, 0.36], [0.32, 0.22, -0.30], [-0.59, -0.19, 0.94], [0.02, 0.28, -0.25], [0.01, 0.07, -0.27], [0.06, -0.05, -0.18], [0.01, -0.04, -0.13], [-0.10, -0.04, -0.09], [-0.41, -0.33, 0.26], [0.04, 0.44, -0.06], [0.01, 0.41, 0.01], [-0.12, -0.49, 0.04], [0.11, 0.05, -0.07], [0.27, 0.21, -0.11], [0.02, 0.09, 0.01], [0.10, -0.14, 0.04], [-0.07, -0.12, -0.02], [0.01, -0.07, -0.04], [0.11, -0.09, -0.03]], "homo_energy_ev": [0.47, -3.01], "charge": -1, "spin_multiplicity": 2, "relative_energy_ev": 2.0612, "homo_lumo_gap_ev": [2.9, 6.4]}

---

{"formula": "C6H12N2", "method": "ωB97M-V/def2-TZVPD", "elements": ["C", "C", "C", "C", "N", "N", "H", "H", "H", "H", "H", "H", "C", "C", "H", "H", "H", "H", "H", "H"], "coordinates": [[-2.02881, -1.30665, -0.89641], [-0.27256, 1.66407, -0.08366], [-1.40033, -0.13614, -0.25686], [-1.07778, 0.01386, 1.06362], [-0.88073, 0.91739, -0.97078], [-0.33977, 1.13962, 1.15693], [0.30562, 2.55575, -0.25721], [0.10796, 1.50707, 2.01374], [-1.21637, -0.70571, 1.85617], [-2.29198, -2.08684, -0.17842], [-1.38636, -1.78891, -1.63807], [-2.94134, -1.15029, -1.48775], [2.04466, -1.23310, 0.44999], [2.78444, -0.40454, -0.57917], [1.11952, -1.65219, 0.03579], [2.56730, -2.13068, 0.80382], [1.82994, -0.62189, 1.32610], [3.81584, -0.16121, -0.32725], [2.30824, 0.58441, -0.63372], [2.68934, -0.73521, -1.62217]], "forces_ev_per_a": [[-0.69, -1.01, -0.77], [0.39, 0.10, 0.19], [0.31, 0.29, 0.26], [-0.19, -1.00, -0.09], [-0.22, 0.03, -0.37], [0.06, 0.41, 0.18], [-0.10, 0.10, -0.06], [-0.13, -0.02, -0.15], [-0.06, 0.31, 0.17], [0.12, 0.15, 0.20], [0.41, 0.10, 0.15], [-0.01, 0.58, 0.31], [-0.03, -0.82, 0.01], [-0.41, 1.10, -0.55], [-0.06, 0.51, 0.13], [0.37, 0.25, -0.12], [-0.20, -0.10, 0.04], [0.17, -0.41, -0.02], [-0.07, -0.12, 0.16], [0.33, -0.44, 0.33]], "homo_energy_ev": [1.12, -4.85], "charge": -1, "spin_multiplicity": 2, "relative_energy_ev": 0.0361, "homo_lumo_gap_ev": [2.8, 8.7]}

---

{"formula": "C6H12N2", "method": "ωB97M-V/def2-TZVPD", "elements": ["C", "C", "C", "C", "N", "N", "C", "C", "H", "H", "H", "H", "H", "H", "H", "H", "H", "H", "H", "H"], "coordinates": [[0.74481, 1.54354, -1.00009], [-0.34623, 1.08791, 1.22873], [0.93709, -0.77776, 0.04292], [0.21208, 0.49299, -0.04759], [2.31129, -0.91974, -0.03692], [-2.39823, -0.88772, 0.05745], [-0.06088, -1.69259, -0.10886], [-1.13924, -0.81634, -0.54475], [2.85892, -0.26673, 0.50240], [2.66126, -1.86538, -0.02508], [-2.54991, -1.51559, 0.83198], [-3.11897, -0.28302, -0.30576], [-0.09945, -2.75957, 0.06404], [-1.18720, -0.55854, -1.60247], [-0.04411, 2.24957, -1.26989], [1.54849, 2.13308, -0.54294], [-1.16935, 1.77613, 1.01704], [-0.72528, 0.30896, 1.88835], [1.14214, 1.08890, -1.90767], [0.42276, 1.66188, 1.75911]], "forces_ev_per_a": [[-0.15, -0.12, -0.04], [0.25, -0.08, -0.04], [-0.21, -0.95, -0.36], [-1.55, -0.47, -0.14], [-0.05, 0.08, 0.20], [0.29, 0.13, -0.45], [0.73, 0.05, 0.34], [0.81, 1.80, 0.34], [0.02, -0.09, -0.01], [0.02, 0.08, 0.06], [-0.11, 0.46, -0.13], [-0.09, -0.47, 0.39], [0.10, -0.14, -0.14], [-0.07, -0.19, -0.01], [0.01, -0.02, -0.03], [0.00, -0.05, 0.01], [0.01, -0.02, -0.09], [0.03, 0.00, 0.05], [-0.01, 0.04, -0.06], [-0.04, -0.02, 0.09]], "homo_energy_ev": -7.45, "charge": 0, "relative_energy_ev": 1.8643, "homo_lumo_gap_ev": 8.5}

---

{"formula": "C6H12N2", "method": "ωB97M-V/def2-TZVPD", "elements": ["C", "C", "C", "C", "C", "C", "N", "N", "H", "H", "H", "H", "H", "H", "H", "H", "H", "H", "H", "H"], "coordinates": [[-0.77827, 0.05838, 1.08070], [-1.16402, 0.86317, -0.13432], [-0.04076, -1.07624, 1.02950], [0.08102, -1.96874, 2.24787], [-0.93770, 0.83938, -2.55600], [1.82638, 0.81663, -0.27585], [-0.36155, 0.80284, -1.21940], [0.83365, 0.43025, -1.16047], [-1.20074, 0.51054, 1.93534], [-1.86803, 1.62729, -0.03100], [0.43277, -1.32926, 0.08025], [-0.03912, -1.57988, 3.29174], [1.06162, -2.64615, 2.35638], [-0.76819, -2.62420, 2.14341], [-2.01763, 0.70373, -2.60451], [-0.74097, 1.78379, -3.18787], [-0.42786, 0.02401, -3.07560], [2.79041, 0.68577, -0.73016], [1.52963, 1.83437, 0.09959], [1.78935, 0.24434, 0.71040]], "forces_ev_per_a": [[0.10, 0.66, -2.94], [2.66, -1.42, 1.69], [0.11, 1.39, 1.66], [1.65, -1.63, 0.73], [0.17, 1.03, -2.19], [-1.90, 0.54, 2.95], [-2.35, 0.69, 1.47], [2.22, -1.54, -3.81], [-0.41, -0.28, 1.32], [-1.38, 0.76, -0.33], [-0.14, -0.34, 0.43], [0.05, 0.60, -1.20], [-2.07, 1.51, -0.76], [-0.16, -0.91, 0.16], [0.09, -0.19, 0.58], [0.19, -1.15, 1.43], [-0.24, 0.11, -0.04], [0.34, 0.34, -0.17], [0.84, -0.25, -0.24], [0.23, 0.09, -0.74]], "homo_energy_ev": [-7.11, -7.11], "charge": 0, "relative_energy_ev": 4.6678, "homo_lumo_gap_ev": [7.8, 7.8]}

---

{"formula": "C6H12N2", "method": "ωB97M-V/def2-TZVPD", "elements": ["C", "C", "C", "C", "N", "N", "H", "H", "H", "H", "H", "H", "C", "C", "H", "H", "H", "H", "H", "H"], "coordinates": [[1.87870, -1.80524, -0.95305], [1.53094, -0.35055, -0.98214], [0.62321, 0.24137, -1.82585], [1.47174, 1.70889, -0.43484], [2.05297, 0.57338, -0.13502], [0.58812, 1.55048, -1.44440], [1.90117, -2.17753, -1.97387], [1.14797, -2.38846, -0.39565], [-0.07876, -0.16512, -2.52952], [1.72297, 2.69324, -0.06647], [0.11411, 2.32275, -1.88000], [2.85649, -1.98196, -0.51771], [-1.83355, 0.59784, 2.04326], [-2.17936, -0.64581, 1.25408], [-2.68631, 1.26277, 2.15346], [-1.38813, 0.38361, 3.01271], [-1.04602, 1.21976, 1.59814], [-2.77979, -0.58168, 0.33855], [-1.25740, -1.06803, 0.83100], [-2.63906, -1.38971, 1.90731]], "forces_ev_per_a": [[0.03, 0.14, -0.14], [-0.49, -0.51, -0.44], [-0.14, -0.29, 0.31], [0.31, 0.05, -0.24], [0.36, 0.34, 0.48], [-0.02, 0.79, 0.02], [-0.03, -0.18, -0.08], [-0.05, -0.02, 0.09], [0.11, -0.05, -0.21], [-0.07, -0.17, 0.24], [-0.16, -0.22, -0.11], [0.10, 0.12, 0.12], [0.31, 1.00, -0.36], [0.83, -0.87, -0.52], [-0.16, -0.02, 0.33], [-0.41, -0.33, 0.20], [-0.21, -0.23, -0.46], [-0.32, 0.71, 0.46], [0.00, -0.22, 0.46], [-0.01, -0.05, -0.16]], "homo_energy_ev": -8.57, "charge": 0, "relative_energy_ev": 0.1909, "smiles": "Cc1c[nH]cn1.CC", "homo_lumo_gap_ev": 9.5}

---

{"formula": "C6H12N2", "method": "ωB97M-V/def2-TZVPD", "elements": ["C", "C", "C", "C", "C", "C", "N", "N", "H", "H", "H", "H", "H", "H", "H", "H", "H", "H", "H", "H"], "coordinates": [[-0.88793, -0.94217, 1.36118], [-2.16148, -0.94771, 1.23977], [0.61242, 0.16259, -1.74604], [0.37990, -0.72069, 1.64237], [0.76272, 1.60986, -1.54519], [1.01012, 0.58228, 2.12547], [-0.46159, -0.47415, -1.55431], [-0.90453, -1.65294, -1.78158], [-2.53627, -0.78585, 0.23421], [-2.91885, -1.20957, 1.94519], [1.46374, -0.35149, -2.02053], [0.93041, -1.67654, 1.35908], [0.58960, 2.12310, -2.52426], [1.92339, 1.68270, -1.25302], [0.20258, 2.06888, -0.73751], [1.87945, 0.90789, 1.58795], [1.37236, 0.49421, 3.19288], [0.16967, 1.12865, 1.97804], [-1.15478, 0.28309, -1.23758], [-0.27094, -2.28213, -2.26612]], "forces_ev_per_a": [[1.98, 1.55, 1.87], [-1.37, -0.11, -1.56], [1.21, 0.89, 0.30], [0.57, -2.87, -1.24], [2.99, 0.52, -0.24], [1.43, -3.19, 1.29], [-2.33, 1.81, -0.18], [-1.66, -0.99, 0.50], [-0.23, 0.02, -0.08], [0.02, -0.21, 0.70], [1.53, -1.29, -0.79], [0.11, 1.40, 0.72], [0.26, 0.08, 0.92], [-2.53, 0.53, -0.70], [-0.31, -0.03, 0.04], [0.16, 0.13, -0.74], [-0.84, 0.18, -0.97], [-1.90, 3.05, 0.24], [0.24, -2.13, -0.19], [0.68, 0.66, 0.11]], "homo_energy_ev": -7.46, "charge": 0, "relative_energy_ev": 5.5571, "homo_lumo_gap_ev": 8.4}

---

{"formula": "C6H12N2", "method": "ωB97M-V/def2-TZVPD", "elements": ["C", "C", "C", "C", "C", "C", "H", "H", "H", "H", "H", "H", "H", "H", "H", "H", "H", "H", "N", "N"], "coordinates": [[-1.06420, 1.41771, 1.17102], [0.47625, -0.61962, 1.42738], [1.14097, -1.22147, 0.12050], [0.48360, -0.27524, -0.92151], [-0.67120, -0.08852, -1.90321], [-0.95003, -0.51353, -0.42243], [-0.89735, 1.64921, 2.28208], [-2.14429, 1.58477, 0.82095], [-0.32477, 2.09048, 0.58296], [0.36953, -1.57791, 2.03070], [1.09499, 0.09542, 1.99477], [0.81699, -2.24974, 0.01714], [2.21183, -1.17980, 0.27458], [1.89478, 1.14690, -1.50139], [1.66397, 0.95112, 0.15996], [-0.91067, 0.81393, -2.31981], [-0.95171, -0.87781, -2.59077], [-1.25477, -1.58209, -0.41746], [-0.89481, -0.05618, 1.00967], [1.17183, 1.04754, -0.74742]], "forces_ev_per_a": [[0.00, 0.28, 0.37], [-0.97, -1.61, -0.06], [-0.28, 0.31, -0.49], [1.18, -0.03, -0.30], [0.11, -3.42, 1.88], [0.12, 0.99, 0.40], [-0.66, -0.20, -1.50], [1.61, 0.26, 0.79], [-1.36, -1.23, 0.76], [-0.28, 1.55, -0.02], [-0.31, -0.14, -0.28], [0.08, -0.15, -0.07], [0.47, -0.04, -0.54], [-1.00, -0.36, 1.04], [-0.10, 0.65, -0.99], [0.19, 2.58, -0.57], [-0.11, -0.24, 0.21], [0.61, 0.76, -0.11], [0.63, 0.62, -0.81], [0.05, -0.59, 0.27]], "homo_energy_ev": -7.60, "charge": 0, "relative_energy_ev": 4.9685, "smiles": "CN1CC[C@]2(N)C[C@H]12", "homo_lumo_gap_ev": 8.6}

---

{"formula": "C6H12N2", "method": "ωB97M-V/def2-TZVPD", "elements": ["C", "C", "C", "C", "C", "C", "N", "N", "H", "H", "H", "H", "H", "H", "H", "H", "H", "H", "H", "H"], "coordinates": [[0.28400, -1.06080, -1.18348], [2.20950, -0.74628, 0.98294], [0.09099, 1.38483, -1.69254], [1.61109, 0.45194, 0.20523], [-2.60475, 0.44318, 1.19975], [0.76924, 0.12231, -1.00736], [-0.02566, -2.16782, -1.47922], [-3.36110, -0.51742, 0.90554], [3.31303, -0.47363, 0.95999], [1.96590, -1.72287, 0.46809], [1.68172, -0.85273, 1.89790], [0.39505, 2.23530, -1.10170], [-0.98742, 1.34770, -1.66752], [0.20643, 1.40625, -2.82374], [1.00271, 1.07240, 0.97326], [2.42145, 1.17461, 0.04287], [-2.50708, 1.33877, 0.56071], [-2.25725, 0.52834, 2.23265], [-0.77912, -2.79491, -1.08168], [-3.42874, -1.16918, 1.60829]], "forces_ev_per_a": [[-0.03, 0.93, 0.47], [0.58, 0.00, -2.35], [0.19, -1.98, -1.01], [-0.68, 0.83, 1.65], [-0.84, 0.72, 1.00], [-0.55, 3.17, 0.25], [-1.31, -3.96, -0.56], [0.18, 1.63, -3.08], [-1.30, -1.31, 0.90], [0.85, 1.02, 0.23], [0.37, 0.14, 1.30], [0.31, 0.52, -0.53], [-0.53, -0.23, 0.63], [0.81, 0.43, 1.45], [0.33, -0.94, -1.22], [-0.14, -0.25, -0.81], [0.19, -0.71, -0.01], [0.66, 0.19, -0.14], [1.04, 1.66, -0.39], [-0.14, -1.85, 2.19]], "homo_energy_ev": -7.99, "charge": 0, "relative_energy_ev": 3.4583, "smiles": "CCC(C)=C=N.C=N", "homo_lumo_gap_ev": 8.9}

---

| no. | calculated total energy (Eh) |
| --- | --- |
| 1 | -345.2044 |
| 2 | -345.2789 |
| 3 | -345.2593 |
| 4 | -345.1563 |
| 5 | -345.3208 |
| 6 | -345.1236 |
| 7 | -345.1453 |
| 8 | -345.2008 |